[1]
{
  "formula": "C27H49N3O8",
  "method": "wB97M-V/def2-TZVPD",
  "e_tot_ev": -49639.2434,
  "smiles": "C[N+](=O)[O-].c1cc[nH]c1.c1cc[nH]c1.CC(C)=O.CC(C)=O.CC(C)=O.CC(C)=O.CC(C)=O.CC(C)=O",
  "charge": 0,
  "symbols": ["C", "N", "O", "O", "H", "H", "H", "C", "C", "C", "N", "C", "H", "H", "H", "H", "H", "C", "C", "C", "N", "C", "H", "H", "H", "H", "H", "C", "C", "C", "O", "H", "H", "H", "H", "H", "H", "C", "C", "C", "O", "H", "H", "H", "H", "H", "H", "C", "C", "C", "O", "H", "H", "H", "H", "H", "H", "C", "C", "C", "O", "H", "H", "H", "H", "H", "H", "C", "C", "C", "O", "H", "H", "H", "H", "H", "H", "C", "C", "C", "O", "H", "H", "H", "H", "H", "H"],
  "xyz": [[2.78955, 2.40786, 2.89829], [3.30144, 1.08722, 3.34642], [2.98085, 0.15487, 2.62840], [4.01142, 0.98054, 4.34223], [2.89884, 2.59411, 1.82990], [3.33932, 3.13493, 3.49598], [1.71470, 2.54219, 3.01975], [-2.76577, 3.92944, -4.83913], [-1.97239, 4.84464, -4.15697], [-1.41062, 4.12671, -3.12575], [-1.78523, 2.80685, -3.14969], [-2.73290, 2.73269, -4.17376], [-3.32620, 4.07660, -5.75053], [-1.75294, 5.84804, -4.49080], [-0.77376, 4.49523, -2.33518], [-1.59560, 2.13643, -2.41848], [-3.17370, 1.77890, -4.42351], [3.35374, -4.43940, 0.79644], [3.78669, -3.11149, 0.79991], [5.15252, -3.18231, 0.43895], [5.53944, -4.49894, 0.32030], [4.45799, -5.28229, 0.54819], [2.32214, -4.71377, 0.96059], [3.26031, -2.21436, 1.09055], [5.87135, -2.38428, 0.32575], [6.48405, -4.83405, 0.19572], [4.58592, -6.35333, 0.49417], [-1.99095, -1.79586, -3.50925], [-2.06785, -0.96063, -4.72874], [-0.77220, -0.24458, -5.14440], [-3.12897, -0.87467, -5.36823], [-2.67799, -1.52341, -2.70809], [-0.99391, -1.68892, -3.08195], [-2.07385, -2.84229, -3.80286], [0.02682, -0.69548, -4.55588], [-0.90899, 0.83540, -5.08924], [-0.67098, -0.55690, -6.18378], [3.17684, 0.56066, -2.94514], [2.75257, 1.63588, -1.89485], [1.68928, 2.64292, -2.28419], [3.23489, 1.64700, -0.75324], [3.85652, -0.11805, -2.42989], [3.61602, 1.06763, -3.80433], [2.23425, 0.06211, -3.17117], [1.10001, 2.20646, -3.09064], [2.20585, 3.49849, -2.71924], [1.12138, 2.91638, -1.39492], [0.42653, -0.12792, 4.27902], [-0.89164, -0.84609, 4.63116], [-0.85778, -2.18184, 5.34311], [-1.97402, -0.42373, 4.20095], [0.95881, 0.19445, 5.17393], [0.05386, 0.76702, 3.78072], [1.10237, -0.64004, 3.59413], [-0.08101, -2.09820, 6.10319], [-0.61006, -2.88033, 4.54382], [-1.87075, -2.34144, 5.71260], [-2.40633, -5.00109, -2.09071], [-1.76683, -4.77212, -0.70502], [-2.70883, -4.58255, 0.45737], [-0.54629, -4.71845, -0.50957], [-1.69327, -5.19032, -2.89310], [-2.99348, -4.11743, -2.34070], [-3.10228, -5.83611, -2.01010], [-2.18266, -4.04875, 1.24876], [-3.08683, -5.45657, 0.98775], [-3.54446, -3.94697, 0.16434], [-2.44208, 5.60312, 3.99303], [-1.76601, 4.28925, 3.71559], [-2.67385, 3.09288, 3.43722], [-0.54418, 4.16069, 3.73088], [-1.83628, 6.14782, 4.71720], [-3.36996, 5.31847, 4.48914], [-2.66442, 6.18243, 3.09690], [-2.30564, 2.43705, 2.64829], [-3.67859, 3.40096, 3.14791], [-2.68841, 2.38862, 4.26903], [0.00568, 1.29850, 0.76550], [-0.46079, 0.28831, -0.24873], [-0.42386, -1.19843, 0.09868], [-0.95308, 0.62407, -1.31713], [1.04758, 1.08797, 1.00682], [-0.47093, 1.11027, 1.72754], [-0.17411, 2.29684, 0.36664], [-0.86374, -1.34672, 1.08489], [0.63395, -1.45173, 0.16921], [-0.88622, -1.91708, -0.57798]]
}

=====

[2]
{
  "formula": "C13H32AlF3NO8",
  "method": "wB97M-V/def2-TZVPD",
  "e_tot_ev": -46621.7215,
  "charge": -1,
  "symbols": ["N", "C", "O", "C", "C", "C", "C", "O", "Al", "C", "C", "O", "C", "C", "F", "F", "F", "O", "H", "H", "H", "H", "H", "H", "H", "H", "H", "H", "H", "H", "H", "H", "H", "H", "C", "O", "H", "H", "H", "H", "C", "O", "H", "H", "H", "H", "C", "O", "H", "H", "H", "H", "C", "O", "H", "H", "H", "H"],
  "xyz": [[4.28651, -1.59294, 0.14001], [3.70856, -1.03250, -1.03595], [3.82017, -1.63843, -2.08769], [2.91412, 0.24046, -0.90809], [1.58214, 0.10566, -1.67129], [0.61089, 1.23720, -1.36824], [0.10969, 1.27239, 0.09075], [-0.90030, 2.24952, 0.12630], [-1.98034, 1.67298, -1.22699], [-3.10521, 0.22031, -0.37468], [-4.43755, -0.00964, -1.04738], [-5.06963, -1.24773, -0.60089], [-6.42803, -1.17070, -0.33550], [-7.31322, -0.72061, -1.49872], [-6.81639, -1.04067, -2.69562], [-8.52896, -1.32151, -1.40291], [-7.56923, 0.60154, -1.50269], [-0.53773, 1.10040, -2.17067], [5.02618, -1.00994, 0.51728], [4.64506, -2.50279, -0.13132], [3.51821, 1.05927, -1.31445], [2.73656, 0.44973, 0.14379], [1.09751, -0.82909, -1.35908], [1.77956, 0.06573, -2.74467], [1.06479, 2.23450, -1.53209], [0.91096, 1.49837, 0.80697], [-0.33293, 0.26799, 0.25721], [-2.78062, 2.76234, -2.05116], [-3.27937, 0.49647, 0.67310], [-2.57202, -0.73848, -0.38288], [-5.11062, 0.83974, -0.88841], [-4.29620, -0.11134, -2.13064], [-6.76990, -2.18137, -0.09107], [-6.66285, -0.53414, 0.53109], [-3.22149, 6.23770, -1.60261], [-2.19807, 5.28775, -1.82024], [-4.02726, 5.72011, -1.08603], [-2.88287, 7.07103, -0.97587], [-3.61324, 6.63991, -2.54401], [-1.47280, 5.71976, -2.27847], [4.30664, 1.05676, 3.27172], [3.50801, 0.52377, 2.22567], [4.22446, 2.13998, 3.22361], [3.95194, 0.71279, 4.24609], [5.35566, 0.77058, 3.14751], [3.57726, -0.43471, 2.26192], [5.41219, -3.95644, 3.31862], [4.65094, -2.78242, 3.55894], [5.88967, -4.23201, 4.25647], [4.77534, -4.78201, 2.98992], [6.18930, -3.78698, 2.56639], [4.22494, -2.56225, 2.72198], [1.20257, -3.61791, 0.10405], [1.72775, -2.95515, 1.24922], [0.99410, -4.64571, 0.39465], [0.27458, -3.15146, -0.23475], [1.92021, -3.62040, -0.72241], [1.91033, -2.04543, 0.99422]]
}

=====

[3]
{
  "formula": "C10H17BrSi",
  "method": "wB97M-V/def2-TZVPD",
  "e_tot_ev": -88567.5732,
  "smiles": "CC(C)(C)[Si@](C)(Br)C1C=CC=C1",
  "charge": 0,
  "symbols": ["C", "C", "C", "C", "Si", "C", "Br", "C", "C", "C", "C", "C", "H", "H", "H", "H", "H", "H", "H", "H", "H", "H", "H", "H", "H", "H", "H", "H", "H"],
  "xyz": [[-1.70284, 1.01300, -0.21746], [-0.22440, 1.39198, -0.31452], [0.04782, 2.55765, 0.63806], [0.07730, 1.84409, -1.74557], [0.88769, -0.09760, 0.18624], [0.69709, -0.62069, 2.00010], [3.00692, 0.64202, -0.04075], [0.72582, -1.62694, -0.96902], [-0.48322, -2.38105, -0.56266], [-0.11210, -3.52835, 0.03314], [1.32109, -3.63578, -0.00313], [1.82787, -2.55426, -0.62167], [-1.95459, 0.23241, -0.93181], [-1.95642, 0.66429, 0.78174], [-2.32465, 1.87986, -0.43875], [1.09104, 2.86386, 0.59838], [-0.19315, 2.28805, 1.66430], [-0.56302, 3.41644, 0.36295], [1.11907, 2.13957, -1.85452], [-0.13452, 1.05230, -2.46245], [-0.54187, 2.70227, -2.00365], [1.03968, 0.15671, 2.67732], [-0.33613, -0.84864, 2.24298], [1.28342, -1.51414, 2.19733], [0.73084, -1.29436, -2.00544], [-1.48624, -2.02893, -0.71714], [-0.76346, -4.26976, 0.46108], [1.87569, -4.46782, 0.39240], [2.86204, -2.34393, -0.82298]]
}

=====

[4]
{
  "formula": "C2H10O2S",
  "method": "wB97M-V/def2-TZVPD",
  "e_tot_ev": -17166.2167,
  "smiles": "CSC.O.O",
  "charge": 0,
  "symbols": ["C", "S", "C", "H", "H", "H", "H", "H", "H", "O", "H", "H", "O", "H", "H"],
  "xyz": [[1.82391, -0.09275, 1.51102], [0.11862, -0.60469, 1.26770], [-0.84032, 0.52984, 2.30538], [2.39765, -0.99372, 1.46241], [2.01082, 0.34067, 2.49873], [2.16903, 0.61535, 0.75787], [-1.77971, 0.73130, 1.79867], [-0.97251, 0.07832, 3.28848], [-0.31119, 1.45949, 2.46252], [-1.54307, 0.53439, -3.71073], [-1.00507, 0.61641, -4.49934], [-1.21272, 1.10282, -3.01044], [-0.06254, -1.75847, -2.11795], [-0.72116, -1.34655, -2.69072], [-0.07175, -1.21241, -1.32359]]
}

=====

| no. | HOMO level (eV) | E_LUMO (hartree) |
| --- | --- | --- |
| 1 | -7.83 | 0.007 |
| 2 | -4.86 | 0.085 |
| 3 | -8.67 | 0.027 |
| 4 | -8.77 | 0.024 |